{
  "formula": "C24H18BrN4Ni",
  "method": "ωB97M-V/def2-TZVPD",
  "e_tot_ev": -142221.53343,
  "homo_energy_ev": [-9.8, -9.9],
  "e_above_lowest_kj_mol": 30.9,
  "charge": 1,
  "molar_mass_g_mol": 501.03,
  "spin_multiplicity": 3,
  "symbols": ["Ni", "C", "C", "N", "C", "C", "C", "C", "C", "C", "C", "N", "C", "C", "C", "C", "C", "C", "C", "C", "N", "C", "H", "H", "H", "H", "H", "H", "H", "H", "H", "H", "H", "H", "C", "C", "C", "C", "C", "Br", "N", "C", "H", "H", "H", "H", "H", "H"],
  "positions_angstrom": [[0.20, -0.30, -0.09], [3.93, -0.41, -2.38], [2.78, -0.82, -1.72], [1.88, 0.05, -1.18], [2.11, 1.36, -1.33], [3.19, 1.87, -2.15], [4.14, 0.97, -2.61], [3.17, 3.26, -2.48], [2.17, 4.06, -2.02], [1.13, 3.60, -1.18], [1.11, 2.24, -0.80], [0.24, 1.59, 0.03], [-0.50, 2.13, 1.03], [-0.95, 3.45, 1.18], [-1.97, 3.72, 2.10], [-2.49, 2.79, 2.95], [-1.99, 1.45, 2.93], [-2.38, 0.47, 3.82], [-1.81, -0.79, 3.74], [-0.85, -1.03, 2.77], [-0.53, -0.16, 1.80], [-1.01, 1.14, 1.94], [4.65, -1.12, -2.75], [2.57, -1.89, -1.56], [4.96, 1.35, -3.22], [3.95, 3.67, -3.11], [2.20, 5.13, -2.26], [0.32, 4.25, -0.88], [-0.42, 4.24, 0.65], [-2.29, 4.74, 2.22], [-3.33, 3.03, 3.59], [-3.08, 0.72, 4.60], [-2.07, -1.58, 4.45], [-0.27, -1.94, 2.76], [-0.37, -5.43, 0.00], [-1.03, -4.18, -0.50], [-2.19, -4.11, -1.31], [-2.66, -2.91, -1.74], [-2.01, -1.72, -1.35], [-2.97, -0.09, -1.59], [-0.88, -1.81, -0.70], [-0.35, -3.00, -0.32], [-0.27, -6.23, -0.75], [-0.94, -5.88, 0.83], [0.60, -5.15, 0.39], [-2.71, -4.99, -1.60], [-3.54, -2.80, -2.42], [0.53, -2.94, 0.26]],
  "mulliken_spin": [1.66, -0.01, 0.01, 0.00, 0.00, -0.01, 0.01, 0.04, -0.02, 0.05, 0.00, 0.12, -0.01, 0.05, -0.02, 0.04, -0.01, 0.02, -0.01, 0.02, 0.01, 0.00, 0.00, 0.00, 0.00, 0.00, 0.00, 0.01, 0.01, 0.00, 0.00, 0.00, 0.00, 0.00, 0.00, 0.01, -0.01, 0.01, 0.00, 0.00, 0.05, -0.03, 0.00, 0.00, 0.00, 0.00, 0.00, 0.02]
}


{
  "formula": "C24H18BrNO5RhSTe",
  "method": "ωB97M-V/def2-TZVPD",
  "e_tot_ev": -128089.62506,
  "homo_energy_ev": -4.6,
  "e_above_lowest_kj_mol": 28.6,
  "charge": -1,
  "molar_mass_g_mol": 742.89,
  "symbols": ["Rh", "Br", "C", "C", "C", "C", "C", "C", "C", "C", "C", "C", "H", "H", "H", "H", "H", "H", "O", "C", "O", "C", "C", "C", "N", "C", "C", "C", "O", "O", "H", "H", "H", "C", "C", "C", "O", "H", "H", "H", "H", "H", "H", "Te", "C", "C", "C", "C", "S", "H", "H", "H"],
  "positions_angstrom": [[0.86, 0.87, 0.50], [0.70, 3.23, 1.39], [-0.87, 3.66, 0.38], [-1.40, 4.91, 0.50], [-2.56, 5.23, -0.24], [-3.13, 4.29, -1.05], [-2.57, 2.99, -1.19], [-3.16, 2.02, -2.03], [-2.60, 0.79, -2.14], [-1.43, 0.46, -1.42], [-0.80, 1.35, -0.59], [-1.39, 2.65, -0.47], [-0.94, 5.64, 1.16], [-2.99, 6.21, -0.15], [-4.02, 4.53, -1.62], [-4.05, 2.29, -2.58], [-3.04, 0.05, -2.80], [-1.02, -0.54, -1.55], [3.14, -4.80, -2.59], [2.11, -4.20, -2.96], [1.29, -4.44, -3.86], [1.77, -2.99, -2.10], [1.10, -3.14, -0.89], [0.81, -2.05, -0.11], [1.19, -0.82, -0.47], [1.85, -0.64, -1.63], [2.14, -1.69, -2.46], [2.28, 0.78, -1.90], [2.86, 1.09, -2.91], [1.97, 1.62, -0.94], [0.80, -4.13, -0.55], [0.30, -2.12, 0.84], [2.68, -1.49, -3.38], [-1.55, 1.42, 3.37], [-1.60, 0.26, 2.42], [-2.91, -0.42, 2.17], [-0.61, -0.10, 1.81], [-2.24, 1.27, 4.21], [-1.87, 2.32, 2.84], [-0.53, 1.56, 3.72], [-3.56, -0.42, 3.04], [-2.74, -1.43, 1.80], [-3.40, 0.15, 1.37], [2.83, 0.28, 2.33], [3.21, -1.68, 1.69], [2.78, -2.84, 2.27], [3.14, -4.00, 1.53], [3.84, -3.70, 0.39], [4.08, -2.01, 0.25], [2.19, -2.86, 3.18], [2.87, -5.01, 1.80], [4.18, -4.37, -0.38]],
  "nbo_charge": [0.76, 0.24, -0.04, -0.27, -0.21, -0.21, 0.03, -0.24, -0.19, -0.29, -0.07, -0.19, 0.22, 0.21, 0.21, 0.20, 0.21, 0.22, -0.74, 0.73, -0.73, -0.01, -0.19, 0.02, -0.40, 0.08, -0.21, 0.74, -0.61, -0.63, 0.22, 0.22, 0.25, -0.74, 0.67, -0.72, -0.56, 0.23, 0.25, 0.26, 0.22, 0.25, 0.26, -0.13, -0.49, -0.33, -0.28, -0.42, 0.46, 0.22, 0.21, 0.28]
}


{
  "formula": "C24H18BrNO5RhSTe",
  "method": "ωB97M-V/def2-TZVPD",
  "e_tot_ev": -128089.92139,
  "homo_energy_ev": -5.0,
  "e_above_lowest_kj_mol": 0.0,
  "charge": -1,
  "molar_mass_g_mol": 742.89,
  "symbols": ["Rh", "Br", "C", "C", "C", "C", "C", "C", "C", "C", "C", "C", "H", "H", "H", "H", "H", "H", "O", "C", "O", "C", "C", "C", "N", "C", "C", "C", "O", "O", "H", "H", "H", "C", "C", "C", "O", "H", "H", "H", "H", "H", "H", "Te", "C", "C", "C", "C", "S", "H", "H", "H"],
  "positions_angstrom": [[-0.56, -0.21, -0.07], [-0.67, -0.83, 2.34], [1.15, -0.45, 2.69], [1.58, -0.51, 3.98], [2.94, -0.26, 4.25], [3.79, 0.04, 3.22], [3.33, 0.10, 1.88], [4.22, 0.40, 0.83], [3.76, 0.46, -0.45], [2.39, 0.23, -0.73], [1.45, -0.06, 0.22], [1.96, -0.14, 1.57], [0.90, -0.77, 4.77], [3.31, -0.30, 5.26], [4.84, 0.23, 3.41], [5.27, 0.58, 1.06], [4.43, 0.69, -1.27], [2.11, 0.31, -1.76], [-3.53, 1.87, -5.99], [-2.31, 1.68, -5.91], [-1.39, 1.78, -6.75], [-1.83, 1.20, -4.51], [-0.53, 0.73, -4.33], [-0.12, 0.33, -3.08], [-0.91, 0.38, -2.00], [-2.19, 0.78, -2.18], [-2.66, 1.20, -3.40], [-3.11, 0.67, -0.98], [-4.18, 1.26, -0.98], [-2.65, -0.06, -0.03], [0.13, 0.70, -5.18], [0.87, -0.06, -2.93], [-3.69, 1.52, -3.49], [-2.56, 2.36, 1.85], [-1.42, 2.79, 0.99], [-1.21, 4.27, 0.82], [-0.66, 2.02, 0.42], [-3.44, 2.97, 1.63], [-2.29, 2.53, 2.90], [-2.80, 1.31, 1.69], [-1.27, 4.78, 1.78], [-2.02, 4.66, 0.20], [-0.26, 4.47, 0.34], [-0.30, -2.50, -1.21], [-0.05, -3.97, 0.26], [-0.60, -5.22, 0.19], [-0.18, -6.09, 1.23], [0.68, -5.49, 2.09], [1.00, -3.87, 1.62], [-1.30, -5.51, -0.59], [-0.52, -7.11, 1.34], [1.14, -5.90, 2.98]],
  "nbo_charge": [0.59, 0.27, -0.06, -0.26, -0.22, -0.19, -0.07, -0.21, -0.19, -0.25, -0.12, -0.06, 0.22, 0.21, 0.21, 0.20, 0.21, 0.20, -0.73, 0.73, -0.75, -0.03, -0.23, 0.03, -0.41, 0.08, -0.19, 0.74, -0.65, -0.76, 0.25, 0.20, 0.27, -0.74, 0.66, -0.72, -0.59, 0.24, 0.23, 0.28, 0.22, 0.25, 0.24, 0.29, -0.51, -0.30, -0.26, -0.44, 0.44, 0.23, 0.21, 0.23]
}


{
  "formula": "C24H18IrN7O3",
  "method": "ωB97M-V/def2-TZVPD",
  "e_tot_ev": -44572.92673,
  "homo_energy_ev": [-14.3, -14.7],
  "e_above_lowest_kj_mol": 96.1,
  "charge": 2,
  "molar_mass_g_mol": 644.67,
  "spin_multiplicity": 5,
  "symbols": ["Ir", "O", "C", "O", "C", "C", "C", "C", "C", "C", "N", "C", "C", "C", "C", "C", "C", "N", "H", "H", "H", "H", "H", "H", "H", "H", "H", "H", "N", "C", "N", "C", "C", "C", "C", "C", "C", "H", "H", "H", "H", "H", "H", "N", "C", "O", "C", "C", "N", "C", "N", "H", "H"],
  "positions_angstrom": [[0.06, -0.68, 0.61], [-6.11, 3.31, 1.47], [-5.36, 3.70, 0.40], [-5.75, 4.55, -0.34], [-4.03, 3.02, 0.21], [-3.07, 3.72, -0.50], [-1.81, 3.20, -0.68], [-1.52, 1.94, -0.13], [-2.52, 1.20, 0.48], [-3.77, 1.73, 0.67], [-0.23, 1.33, -0.14], [0.84, 2.00, -0.48], [2.11, 1.42, -0.40], [3.29, 2.12, -0.72], [4.49, 1.46, -0.77], [4.52, -0.01, -0.69], [3.29, -0.77, -0.63], [2.22, 0.04, 0.09], [-5.60, 2.74, 2.06], [-3.34, 4.69, -0.89], [-1.06, 3.77, -1.21], [-2.33, 0.20, 0.85], [-4.53, 1.15, 1.17], [0.76, 3.05, -0.79], [3.23, 3.18, -0.93], [5.39, 2.00, -1.01], [5.36, -0.49, -1.16], [2.99, -1.66, -1.16], [-1.94, -4.38, -0.20], [-1.63, -3.38, 0.62], [-0.86, -2.48, 0.02], [-0.68, -2.94, -1.30], [0.02, -2.38, -2.38], [0.03, -3.09, -3.55], [-0.64, -4.32, -3.69], [-1.35, -4.88, -2.64], [-1.35, -4.16, -1.45], [-2.51, -5.18, 0.05], [-1.95, -3.36, 1.65], [0.52, -1.42, -2.29], [0.56, -2.70, -4.41], [-0.62, -4.83, -4.64], [-1.88, -5.82, -2.75], [1.71, 0.99, 4.38], [1.66, 0.51, 3.14], [0.57, 0.27, 2.58], [2.96, 0.21, 2.52], [3.12, -0.08, 1.21], [4.18, -0.79, 0.62], [4.12, 0.07, 3.35], [5.03, -0.03, 4.04], [0.84, 1.14, 4.88], [2.58, 1.13, 4.88]],
  "mulliken_spin": [2.49, 0.00, 0.00, 0.02, 0.08, -0.03, 0.07, -0.05, 0.08, -0.01, 0.41, -0.08, 0.32, -0.05, 0.31, 0.01, -0.02, 0.15, 0.00, 0.00, 0.00, 0.00, 0.00, 0.03, 0.00, 0.00, 0.00, 0.00, 0.02, 0.01, 0.07, -0.06, 0.07, 0.02, 0.00, 0.00, -0.03, 0.00, 0.00, -0.01, 0.00, 0.00, 0.00, 0.02, 0.02, 0.08, -0.01, 0.00, 0.06, -0.01, 0.01, 0.00, 0.00]
}